Entry 1:
The following is a DFT calculation (wB97M-V/def2-TZVPD) of 7 unconnected molecules or ions with the total composition C16H40BFO8S6.

## Properties
HOMO ... -8.36 eV
2S+1 ... 1
Frontier orbital gap ... 0.325 Eh
Relative energy (zero: lowest compared OMol25 entry of this formula, charge and spin) ... 0.0 kJ/mol

Each line ends with the Mulliken charge.
Cartesian coordinates (Å):
C: 2.82987 -2.08827 -0.46143  -0.34
C: 1.85327 -1.39490 -0.48705  0.06
B: 0.60163 -0.63447 -0.88933  0.29
O: 0.65704 0.59429 -1.50699  -0.67
C: -0.80168 -1.33747 -0.61139  0.20
C: -1.12055 -2.19904 -1.78100  0.35
O: -0.44430 -3.07682 -2.20926  -0.52
F: -2.29167 -1.88743 -2.39511  -0.27
H: 3.63615 -2.78688 -0.44305  0.38
H: 0.96452 0.51134 -2.41520  0.32
H: -0.76580 -1.97646 0.26547  0.19
H: -1.58687 -0.60143 -0.46114  -0.02
C: -2.87714 -5.97359 -1.75800  -1.00
S: -3.62125 -4.51119 -1.03443  0.62
O: -2.68050 -4.01428 0.00753  -0.61
C: -4.95791 -5.36249 -0.19847  -0.90
H: -1.98703 -5.65381 -2.29641  0.30
H: -2.60357 -6.66939 -0.96519  0.29
H: -3.58597 -6.43426 -2.44616  0.38
H: -4.54568 -6.10498 0.48495  0.28
H: -5.60036 -5.84456 -0.93461  0.35
H: -5.52622 -4.62112 0.36127  0.32
C: -6.25300 -0.64774 1.18002  -1.07
S: -4.53291 -0.85700 0.69406  0.71
O: -3.75938 0.19856 1.39913  -0.68
C: -4.75786 -0.29426 -0.99685  -0.94
H: -6.33128 -0.90554 2.23387  0.34
H: -6.55315 0.38941 1.03012  0.33
H: -6.87867 -1.31796 0.59004  0.35
H: -5.16796 0.71597 -0.99260  0.43
H: -5.42358 -0.98056 -1.52051  0.32
H: -3.78386 -0.29963 -1.47832  0.23
C: 0.64430 1.75058 3.08194  -0.99
S: 1.95256 1.70550 1.84911  0.63
O: 2.75543 0.48726 2.11942  -0.64
C: 2.88387 3.09038 2.51526  -0.90
H: -0.03557 0.92694 2.87398  0.31
H: 1.07718 1.63150 4.07505  0.34
H: 0.10649 2.69555 3.00613  0.35
H: 3.16506 2.88486 3.54766  0.34
H: 2.28168 3.99725 2.45823  0.38
H: 3.77922 3.21150 1.91034  0.14
C: 6.94429 4.44655 1.85489  -0.73
S: 7.20784 5.69130 3.12116  0.46
O: 6.09796 5.56317 4.10136  -0.62
C: 6.82013 7.09112 2.06795  -0.70
H: 7.09258 3.46977 2.31059  0.34
H: 5.92675 4.52381 1.47260  0.11
H: 7.66399 4.58989 1.04784  0.35
H: 5.80985 6.98354 1.67249  0.31
H: 7.54434 7.13029 1.25514  0.08
H: 6.88556 7.99627 2.66837  0.38
C: -8.27352 -8.28265 0.62543  -0.94
S: -7.45766 -8.95500 -0.82682  0.46
O: -6.71558 -7.83134 -1.45772  -0.56
C: -8.95292 -9.19173 -1.79270  -0.97
H: -7.50193 -8.02005 1.34579  0.31
H: -8.83821 -7.39330 0.34633  0.30
H: -8.93147 -9.03866 1.05325  0.39
H: -9.46981 -8.23877 -1.90270  0.30
H: -9.59165 -9.92238 -1.29699  0.39
H: -8.65807 -9.56690 -2.76991  0.31
C: 9.79157 8.07193 -2.78137  -0.94
S: 8.79119 7.84160 -1.30841  0.50
O: 8.32747 6.42889 -1.30362  -0.59
C: 7.40436 8.84461 -1.85423  -0.87
H: 10.69801 7.48356 -2.65974  0.33
H: 9.23889 7.72430 -3.65379  0.29
H: 10.04870 9.12610 -2.88150  0.37
H: 7.01163 8.44465 -2.78872  0.31
H: 7.73215 9.87584 -1.98356  0.35
H: 6.63908 8.79819 -1.08247  0.27

Entry 2:
The following is a DFT calculation (wB97M-V/def2-TZVPD) of a molecular structure, C12H27N3O2P2Ti.

## Properties
HOMO (spin up / spin down) ... -14.01 / -14.07 eV
2S+1 ... 3
Frontier orbital gap (spin up / spin down) ... 0.277 / 0.206 Eh
Relative energy (zero: lowest compared OMol25 entry of this formula, charge and spin) ... 41.8 kJ/mol
Total charge ... +2
<S²> ... 2.035

Each line ends with the Mulliken charge.
Cartesian coordinates (Å):
Ti: 0.14624 0.08128 -0.18583  0.12
P: 0.55420 2.56261 -0.02843  -0.07
P: 2.07589 -1.82702 0.54288  -0.08
N: -1.33102 0.85400 -1.27694  0.30
N: -0.64362 -1.71430 -0.67184  0.50
H: -3.03565 -0.02114 -2.18499  0.39
H: -2.71880 -2.06110 -0.48953  0.36
H: -3.08229 0.11541 -0.41756  0.42
C: -2.41547 -0.10050 -1.27361  -0.87
H: -2.09358 -2.06102 -2.14391  0.49
C: -1.99471 -1.56785 -1.16357  -0.77
H: -2.54914 2.37362 -0.54204  0.37
H: -0.78096 -3.78642 -0.92582  0.40
C: -1.82545 2.21998 -1.37706  -0.82
C: -0.11177 -2.96253 -0.60284  -0.27
H: -1.02082 4.20237 -0.86731  0.53
C: -0.67036 3.24701 -1.23238  -0.68
H: -0.16790 3.37018 -2.21112  0.25
H: 3.29909 -2.06577 -0.12752  0.14
H: 2.37958 -2.42638 1.79253  0.15
H: 1.73414 3.19803 -0.47492  0.15
H: 0.20901 3.35713 1.08475  0.11
O: 1.61802 0.07412 -1.43206  -0.34
C: 1.89090 0.00823 -2.68331  1.02
C: 2.25556 1.25189 -3.39111  -1.01
C: 1.70627 -1.22103 -3.46920  -1.14
H: -2.45865 2.44044 -2.24561  0.41
H: 1.71840 2.10524 -2.94635  0.12
H: 3.33191 1.47004 -3.33648  0.33
H: 2.01653 1.11342 -4.45279  0.39
H: 0.97925 -1.92941 -3.04446  0.21
H: 1.36299 -0.91792 -4.46791  0.43
H: 2.64953 -1.74677 -3.59848  0.37
C: 1.18378 -3.20156 -0.16399  -0.47
H: 1.58894 -4.21553 -0.25072  0.45
C: -1.81378 -0.33150 3.95249  -0.75
N: -0.39109 0.01306 4.04398  0.11
C: 0.20397 0.15157 5.37107  -0.78
C: 0.35683 0.17176 2.96822  -0.02
O: -0.12183 0.07862 1.78129  -0.84
H: -2.16550 -0.38744 4.98039  0.32
H: -1.95441 -1.30304 3.46612  0.29
H: -2.37380 0.44036 3.41396  0.29
H: 0.98806 -0.60109 5.53714  0.35
H: 0.64316 1.15011 5.50799  0.34
H: -0.59628 0.00412 6.09704  0.26
H: 1.42466 0.39475 3.13981  0.55

Entry 3:
The following is a DFT calculation (wB97M-V/def2-TZVPD) of 11 unconnected molecules or ions with the total composition C34H96N6O16.

## Properties
HOMO ... -8.95 eV
2S+1 ... 1
Frontier orbital gap ... 0.342 Eh
Relative energy (zero: lowest compared OMol25 entry of this formula, charge and spin) ... 273.7 kJ/mol

Each line ends with the Mulliken charge.
Cartesian coordinates (Å):
C: 10.22536 26.23847 -29.18814  -0.80
O: 10.48569 27.26049 -28.26896  -0.49
C: 9.52775 28.28198 -28.04736  -0.64
C: 10.08008 29.20579 -26.96745  0.59
C: 9.03117 30.29224 -26.72180  -1.05
N: 11.35633 29.84238 -27.32876  -0.11
H: 9.88830 26.45313 -30.20797  0.24
H: 9.45805 25.52983 -28.84520  0.22
H: 11.14875 25.66343 -29.25398  0.43
H: 9.17474 28.83153 -28.92736  0.69
H: 8.62381 27.78093 -27.67765  -0.17
H: 10.26742 28.61254 -26.06861  -0.39
H: 8.06681 29.98024 -26.30273  0.41
H: 8.80560 30.83009 -27.64172  0.64
H: 9.35005 30.93507 -25.89636  -0.11
H: 11.99264 29.70275 -26.55124  0.26
H: 11.81985 29.29532 -28.05483  0.18
C: 11.94908 28.31988 -32.02516  0.00
O: 11.66441 27.78956 -33.30006  -0.43
C: 10.84854 26.63963 -33.33995  -0.49
C: 11.79970 25.42758 -33.13409  0.63
C: 12.60513 25.20305 -34.42136  -1.37
N: 11.14173 24.21631 -32.70538  -0.39
H: 11.12340 28.34133 -31.31148  0.10
H: 12.37726 29.31520 -32.12884  -0.22
H: 12.79789 27.77509 -31.59685  0.33
H: 10.05607 26.76233 -32.59165  0.04
H: 10.37380 26.59110 -34.32007  0.42
H: 12.56276 25.70719 -32.39463  0.09
H: 12.86242 24.18501 -34.70081  0.41
H: 13.46663 25.85679 -34.27287  0.31
H: 12.08958 25.64396 -35.27930  0.24
H: 10.71712 24.33536 -31.79265  0.09
H: 11.76258 23.41922 -32.64847  0.25
C: 14.89510 33.84362 -33.59819  -0.69
O: 15.36508 33.33172 -32.36785  -0.31
C: 15.64972 31.92878 -32.35316  -1.06
C: 14.60307 31.12018 -31.61162  1.05
C: 14.41462 31.53802 -30.16865  -1.38
N: 15.03869 29.70967 -31.61513  -0.67
H: 14.73944 34.91879 -33.49803  0.24
H: 13.93950 33.36079 -33.81500  0.29
H: 15.58365 33.78471 -34.44703  0.27
H: 15.83958 31.42033 -33.30536  0.46
H: 16.61548 31.93875 -31.83784  0.31
H: 13.61610 31.06343 -32.08151  0.17
H: 13.93576 32.51574 -30.12882  0.32
H: 15.42186 31.64553 -29.75337  0.31
H: 13.83894 30.76351 -29.66983  0.17
H: 14.86311 29.29265 -32.52267  0.25
H: 16.03596 29.63777 -31.43535  0.25
C: 12.19077 35.95487 -24.24000  -0.66
O: 13.25770 35.23942 -24.83294  -0.38
C: 13.15541 33.83657 -24.61959  -0.49
C: 14.15166 33.19575 -25.58578  0.48
C: 13.94549 31.69312 -25.73463  -0.67
N: 15.57775 33.49427 -25.32160  -0.72
H: 12.27701 35.73104 -23.16632  0.33
H: 11.17761 35.67733 -24.54094  0.15
H: 12.31092 37.02690 -24.37166  0.27
H: 13.42991 33.67081 -23.57040  0.45
H: 12.16383 33.45517 -24.88095  0.07
H: 13.89976 33.75802 -26.48759  0.15
H: 13.29464 31.51570 -26.59766  -0.17
H: 13.63387 31.15970 -24.83922  0.11
H: 14.83267 31.23723 -26.18249  0.40
H: 15.60669 34.51974 -25.29068  0.36
H: 15.79571 33.35994 -24.32927  0.29
C: 8.55888 21.84017 -23.87078  -0.82
O: 7.98195 23.08025 -24.34858  -0.37
C: 8.77558 24.17355 -23.94626  -0.99
C: 8.31465 25.42642 -24.69257  1.06
C: 9.28355 26.54826 -24.36390  -0.62
N: 6.92994 25.74795 -24.28389  -0.85
H: 7.73576 21.13013 -23.80957  0.26
H: 9.20292 21.85710 -22.99665  0.33
H: 9.13050 21.52137 -24.75121  0.30
H: 8.75614 24.38842 -22.86684  0.33
H: 9.85621 24.03676 -24.09336  0.48
H: 8.35552 25.25684 -25.77715  0.03
H: 10.33361 26.31004 -24.56499  0.47
H: 9.17276 26.85128 -23.32139  0.29
H: 9.14194 27.41111 -25.02358  -0.57
H: 6.58890 24.78417 -24.31288  0.39
H: 6.41401 26.23585 -25.00773  0.35
C: 4.84366 26.75407 -31.25826  -0.85
O: 6.05409 26.94542 -30.56713  -0.35
C: 6.12756 26.15817 -29.35476  -0.10
C: 5.14196 26.78548 -28.33576  0.13
C: 5.28927 28.29247 -28.13651  -1.19
N: 5.45748 26.16977 -26.98927  -0.47
H: 4.82441 27.21226 -32.24470  0.31
H: 3.98147 27.22086 -30.76426  0.29
H: 4.59987 25.68803 -31.30728  0.35
H: 5.83453 25.14200 -29.62811  0.45
H: 7.16403 26.23261 -29.04025  -0.52
H: 4.10518 26.53986 -28.57484  0.52
H: 6.34776 28.50281 -27.95613  0.09
H: 4.78254 28.67612 -27.24716  0.32
H: 4.96621 28.92974 -28.95839  0.51
H: 4.84514 26.78546 -26.44774  0.30
H: 4.92974 25.29750 -26.93835  0.23
O: 10.05167 35.13172 -27.03599  -0.44
C: 10.14782 34.31990 -28.20500  -0.28
C: 11.21187 33.29084 -28.09686  0.61
O: 11.06769 32.22573 -29.06576  -0.68
H: 9.22398 35.58984 -26.91764  0.26
H: 9.16332 33.84358 -28.29048  0.20
H: 10.26802 34.96068 -29.08508  0.21
H: 11.22569 32.77737 -27.12880  -0.32
H: 12.24532 33.62444 -28.22203  0.11
H: 10.89330 31.44440 -28.51558  0.19
O: 6.74976 32.56884 -21.30541  -0.58
C: 8.04626 32.66527 -21.93817  -0.56
C: 7.80413 32.23643 -23.37910  0.59
O: 7.53992 30.83810 -23.52321  -0.60
H: 6.52290 31.63701 -21.23172  0.33
H: 8.37656 33.69926 -21.88226  0.30
H: 8.70680 31.97848 -21.41133  0.28
H: 8.69859 32.43302 -23.98708  -0.06
H: 7.00177 32.78495 -23.86827  0.04
H: 8.36938 30.43836 -23.82917  0.13
O: 10.27388 30.07917 -23.49713  0.11
C: 11.15882 30.09204 -22.36180  -0.28
C: 11.01682 28.82449 -21.48830  -0.76
O: 9.75893 28.16818 -21.59603  -0.48
H: 10.40748 29.25099 -23.97436  0.13
H: 12.15041 30.19716 -22.79781  0.01
H: 10.87636 30.94057 -21.74830  0.44
H: 11.24109 29.10011 -20.45474  0.39
H: 11.74166 28.04971 -21.73804  0.35
H: 9.13904 28.66603 -21.05090  0.27
O: 8.30281 24.34530 -31.49252  -0.28
C: 8.03738 22.98458 -31.10157  -0.39
C: 8.12119 22.00794 -32.26568  -0.50
O: 9.43997 22.04431 -32.75336  -0.53
H: 7.47376 24.76401 -31.73023  0.14
H: 8.66721 22.71437 -30.25430  0.23
H: 7.01301 23.06080 -30.71024  0.39
H: 7.37658 22.38288 -32.97913  0.24
H: 7.84410 21.00499 -31.94652  0.37
H: 9.61463 22.87022 -33.23353  0.31
O: 6.96425 33.20797 -26.85613  -0.32
C: 5.61552 33.06833 -26.46246  -0.77
C: 5.32251 31.60242 -26.35371  0.46
O: 3.98994 31.48006 -25.85400  -0.63
H: 7.30492 34.08898 -26.69795  0.17
H: 5.39562 33.50524 -25.48202  0.37
H: 4.89349 33.52391 -27.14821  0.38
H: 6.00279 31.05550 -25.69315  0.03
H: 5.43428 31.10088 -27.32330  0.11
H: 3.86818 30.58204 -25.53783  0.33

Entry 4:
The following is a DFT calculation (wB97M-V/def2-TZVPD) of a molecular structure, C6H9MgO5Sm.

## Properties
HOMO (spin up / spin down) ... -5.63 / -6.02 eV
2S+1 ... 8
Frontier orbital gap (spin up / spin down) ... 0.199 / 0.202 Eh
<S²> ... 15.761

Each line ends with the Mulliken charge.
Cartesian coordinates (Å):
O: 0.74205 0.63265 2.89397  -0.62
C: 0.36198 1.81095 2.29510  -0.58
C: -0.93972 1.69946 1.64495  0.00
O: -1.27216 0.42152 1.17543  -0.82
Mg: 0.32453 -0.75214 1.59743  0.96
H: 0.45349 2.70635 2.93241  0.35
H: -1.78980 2.07525 2.23286  0.37
O: -0.55804 0.73132 -1.68433  -0.72
C: 0.33820 1.60050 -1.16721  -0.40
C: 1.56835 1.15709 -0.55254  -0.42
O: 1.56508 -0.17268 -0.04256  -0.26
C: 1.70325 -1.28052 -0.95526  -0.11
C: 0.86446 -2.38206 -0.40598  -0.54
O: -0.33422 -2.01620 0.07867  -0.67
Sm: -1.77805 -0.57465 -0.65520  1.24
H: 0.51271 2.49950 -1.78474  0.38
H: 2.47901 1.32243 -1.13321  0.39
H: 2.76151 -1.56631 -1.04262  0.32
H: 1.34372 -0.92484 -1.93783  0.32
H: 1.03237 -3.42115 -0.70365  0.38
H: 1.39803 1.92049 0.91634  0.26
H: -0.43386 2.21570 0.25789  0.18

Strongest force on any atom per entry: 0.91 4.01 2.48 4.09 eV/Å